1.
{"formula": "C3H8ClN2", "method": "ωB97M-V/def2-TZVPD", "symbols": ["H", "H", "H", "C", "C", "N", "H", "Cl", "H", "H", "H", "N", "C", "H"], "positions_angstrom": [[-0.042, 0.203, 0.535], [2.028, -0.572, -1.396], [0.228, -1.006, -1.168], [1.963, 1.250, 0.585], [-1.665, -0.486, 0.088], [-2.657, -1.207, 0.328], [1.380, 2.120, 0.405], [-2.146, 0.748, -1.190], [-3.569, -1.134, -0.179], [2.792, 1.048, 0.013], [-2.775, -2.032, 1.006], [1.071, 0.239, 0.171], [1.134, -0.464, -0.841], [2.259, 1.293, 1.643]], "nbo_charge": [0.444, 0.210, 0.222, -0.419, 0.077, -0.724, 0.242, -0.079, 0.420, 0.216, 0.447, -0.406, 0.099, 0.251], "e_tot_ev": -18734.0588, "total_charge": 1, "orbital_gap_ev": 10.3, "de_lowest_kcal_mol": 61.8}



2.
{"formula": "C32H66Br20FO2S", "method": "ωB97M-V/def2-TZVPD", "symbols": ["H", "H", "H", "O", "H", "C", "H", "C", "C", "Br", "C", "C", "C", "H", "H", "H", "H", "Br", "H", "H", "H", "H", "H", "C", "Br", "H", "H", "H", "H", "C", "H", "H", "H", "Br", "Br", "Br", "C", "C", "C", "H", "H", "H", "C", "H", "C", "C", "H", "H", "H", "Br", "C", "H", "H", "H", "C", "H", "C", "C", "O", "H", "C", "H", "H", "C", "Br", "Br", "Br", "C", "Br", "C", "H", "Br", "C", "H", "H", "C", "H", "F", "Br", "H", "C", "H", "H", "H", "Br", "H", "H", "H", "Br", "C", "H", "H", "C", "Br", "H", "H", "H", "H", "Br", "H", "C", "H", "H", "H", "H", "Br", "Br", "C", "H", "H", "C", "H", "H", "H", "Br", "H", "S", "C", "H", "C", "H", "H"], "positions_angstrom": [[1.358, -2.196, 0.791], [1.291, 1.403, 2.493], [-1.334, -5.879, 2.343], [-0.295, 3.471, 0.072], [4.365, -2.517, 0.806], [-0.840, -0.940, 1.986], [5.878, -4.070, 1.216], [4.599, -0.219, 7.121], [-1.756, 0.035, 2.929], [0.192, -4.097, 3.202], [-7.638, -9.302, -0.656], [9.662, 0.586, 2.453], [-4.921, 7.937, -6.617], [0.054, 3.714, 2.163], [-4.494, 8.429, -8.671], [-5.745, -1.868, -1.043], [0.669, 6.610, -8.132], [-4.203, 8.314, -4.843], [-1.827, -1.463, 4.753], [-5.692, 4.271, -0.869], [-8.590, -9.736, -0.973], [5.187, -1.131, 7.261], [-0.048, -1.523, 2.632], [0.082, 7.911, -9.791], [4.090, 1.398, -4.262], [5.376, -1.673, 3.137], [-4.705, 6.880, -6.792], [4.834, 1.798, 6.305], [4.381, -0.061, 3.046], [2.994, 2.251, -2.894], [-5.494, -5.710, 2.822], [-1.558, -1.681, 1.393], [2.147, 2.682, -3.436], [5.011, 2.560, -0.880], [-0.865, -4.640, -0.294], [6.718, 0.483, 5.321], [-7.582, -9.183, 0.849], [-0.295, 2.837, 1.432], [-6.365, 5.696, -2.339], [2.632, 1.458, -2.234], [4.350, 3.969, -2.835], [-5.591, 3.658, -2.539], [6.060, -0.247, 1.363], [-6.125, -1.528, 0.665], [6.913, -3.959, 1.551], [-6.172, 4.279, -1.852], [-3.922, -0.112, 0.749], [6.034, 1.333, 7.539], [-5.431, 6.260, -2.265], [-4.834, -4.596, 0.717], [7.922, -4.525, 0.580], [-7.532, -5.703, 1.173], [4.050, -0.002, 8.041], [8.944, -4.185, 0.770], [4.927, -0.873, 2.375], [7.899, -5.618, 0.594], [1.499, -1.188, 0.171], [3.765, 3.329, -2.168], [7.386, -0.441, 2.016], [10.283, 1.602, 2.512], [0.804, 1.586, 1.443], [-5.709, -3.947, 2.966], [7.556, 1.526, 2.985], [-2.588, -0.975, 3.973], [3.227, -0.624, 5.795], [-3.047, -0.761, -1.500], [-4.956, 10.621, -7.627], [-4.261, 8.798, -7.668], [-6.831, 5.733, -4.233], [-0.250, -5.755, 2.275], [6.016, -0.833, 0.349], [-7.884, 3.384, -1.585], [-7.362, -5.012, 2.004], [-7.912, -5.364, 2.882], [-3.432, -0.386, 4.575], [-4.113, -0.984, 0.118], [3.595, -0.836, -0.647], [-3.251, -2.108, 3.277], [-0.437, 8.571, -7.049], [-7.153, 6.235, -1.806], [8.056, 0.890, 2.116], [-3.707, -1.875, 0.605], [1.635, 8.097, -8.309], [-3.176, 8.868, -7.554], [-5.769, -8.806, 1.462], [7.023, -4.421, 2.536], [1.685, 1.959, 0.728], [0.220, -6.743, 0.418], [-7.572, -7.548, -1.506], [3.828, -1.681, 1.459], [3.204, 0.396, 0.728], [5.809, 0.892, 1.169], [-5.575, -1.177, -0.212], [7.211, -2.054, 1.850], [1.283, -5.354, 0.764], [1.378, -1.491, -0.977], [3.076, -2.235, 2.180], [9.655, 0.016, 3.494], [-1.500, 6.819, -10.121], [-0.991, 2.942, -0.421], [0.264, -5.741, 0.854], [-6.004, 8.077, -6.559], [-0.206, 8.951, -9.967], [0.803, 7.604, -10.553], [-6.817, -9.891, -1.075], [-8.205, -3.322, 1.521], [7.490, -4.031, -1.256], [-5.900, -4.819, 2.335], [-7.850, -10.132, 1.322], [-1.396, 2.489, 1.651], [5.430, 0.971, 6.702], [-2.567, 0.637, 2.339], [10.084, -0.107, 1.603], [7.967, 1.452, 1.069], [-6.418, 0.514, -0.696], [-1.089, 0.714, 3.642], [0.154, 0.007, 0.655], [0.634, 7.668, -8.405], [3.091, 3.952, -1.574], [3.037, -0.710, 0.401], [0.239, -6.543, 2.853], [-8.224, -8.391, 1.246]], "lowdin_charge": [0.085, 0.118, 0.057, -0.133, 0.121, -0.347, 0.025, -0.675, -0.191, 0.667, -0.686, -0.081, -0.701, 0.159, 0.055, 0.053, 0.052, 0.565, 0.136, 0.057, 0.061, 0.060, 0.035, -0.690, 0.626, 0.084, 0.056, 0.056, 0.077, -0.704, 0.043, 0.096, 0.062, 0.649, 0.607, 0.723, -0.686, -0.217, -0.684, 0.031, 0.059, 0.054, -0.342, -0.007, -0.619, -0.694, 0.031, 0.064, 0.049, 0.639, -0.696, 0.016, 0.062, 0.048, -0.271, 0.048, -0.339, -0.675, -0.778, 0.101, -0.316, 0.050, 0.075, -0.121, 0.603, 0.612, 0.604, -0.714, 0.614, -0.653, 0.116, 0.576, -0.685, 0.065, 0.145, -0.721, 0.136, -0.147, 0.639, 0.057, -0.212, -0.007, 0.058, -0.030, 0.607, 0.052, 0.110, 0.066, 0.612, -0.186, 0.075, 0.068, -0.725, 1.138, 0.054, 0.129, 0.109, 0.090, 0.606, 0.103, -0.672, 0.046, 0.057, 0.059, 0.056, 0.657, 0.569, -0.667, 0.061, 0.116, -0.667, 0.105, 0.093, 0.140, 0.611, 0.138, 1.016, -0.689, 0.057, -0.226, 0.066, 0.048], "e_tot_ev": -1452733.6355, "total_charge": 1, "orbital_gap_ev": 7.2}